w | Below is 2 unconnected molecules or ions with the total composition C3H5O4S, with properties calculated with ωB97M-V/def2-TZVPD.

Each line ends with the Mulliken charge.
Cartesian coordinates (Å):
1 C 0.659 1.042 -0.587  0.359
2 C 0.401 0.980 0.704  -0.120
3 C -1.090 -2.372 0.290  -0.057
4 O 0.774 -0.081 -1.327  -0.605
5 O 0.891 2.190 -1.243  -0.530
6 O 0.261 1.971 1.684  -0.512
7 O 0.125 -2.067 0.230  -0.762
8 S -1.735 -3.843 0.574  -0.472
9 H 0.130 -0.017 0.995  0.383
10 H -1.701 -1.497 0.350  0.264
11 H -0.151 2.637 1.244  0.255
12 H 0.602 -0.913 -0.694  0.456
13 H 0.833 1.970 -2.220  0.341

Lowest unoccupied orbital energy, eV: 3.16
Multiplicity: 1
Orbital gap, eV: 7.139
Total charge: -1
HOMO, eV: -3.984

---

x | Below is 2 unconnected molecules or ions with the total composition C3H5O4S, with properties calculated with ωB97M-V/def2-TZVPD.

Each line ends with the Mulliken charge.
Cartesian coordinates (Å):
1 C -1.226 0.024 2.959  0.619
2 C 0.715 -0.431 1.296  -0.972
3 C -0.712 -0.564 0.722  0.675
4 O -1.126 1.227 3.062  -0.628
5 O -1.021 -0.859 3.738  -0.619
6 O -0.882 -0.699 -0.465  -0.625
7 O -1.702 -0.448 1.576  -0.316
8 S -2.040 1.528 -3.108  -0.347
9 H 0.648 0.647 1.663  0.310
10 H 1.471 -0.610 0.432  0.244
11 H 0.754 -1.183 2.092  0.321
12 H -0.687 1.331 -2.830  0.160
13 H -2.615 1.385 -1.893  0.178

Lowest unoccupied orbital energy, eV: 3.21
Multiplicity: 1
Orbital gap, eV: 8.402
Total charge: -1
HOMO, eV: -5.190

---

Verdict on stability: x comes out on top.

---

w | Below is a single C4H5NS molecule, with properties calculated with ωB97M-V/def2-TZVPD.

Each line ends with the Mulliken charge.
Cartesian coordinates (Å):
1 C 1.710 0.422 -0.607  -0.136
2 C -0.643 0.515 -0.785  -0.430
3 C 0.279 -0.650 1.353  -0.699
4 C -0.833 -0.293 0.515  0.014
5 N 0.692 0.682 -1.220  -0.264
6 S -0.302 -2.061 0.497  -0.132
7 H 2.744 0.495 -0.848  0.314
8 H -1.206 0.049 -1.600  0.271
9 H -1.058 1.518 -0.622  0.323
10 H 0.444 -0.559 2.403  0.302
11 H -1.827 -0.118 0.914  0.437

Lowest unoccupied orbital energy (alpha / beta), eV: 0.52 / 0.20
Multiplicity: 1
Orbital gap (alpha / beta), eV: 8.046 / 7.454
HOMO (alpha / beta), eV: -7.530 / -7.252

---

x | Below is a single C4H5NS molecule, with properties calculated with ωB97M-V/def2-TZVPD.

Each line ends with the Mulliken charge.
Cartesian coordinates (Å):
1 N 0.031 -0.942 0.417  -0.579
2 S -1.251 -1.822 1.154  0.029
3 C -0.409 0.129 -0.184  0.791
4 C -2.412 -0.653 0.703  -0.200
5 C -1.859 0.320 -0.069  -0.546
6 C 0.418 1.137 -0.935  -1.049
7 H -3.477 -0.720 0.957  0.348
8 H -2.388 1.130 -0.543  0.330
9 H 0.260 0.991 -2.025  0.260
10 H 1.476 0.999 -0.704  0.323
11 H 0.100 2.178 -0.686  0.292

SMILES: Cc1ccsn1
Lowest unoccupied orbital energy, eV: 0.94
Multiplicity: 1
Orbital gap, eV: 10.187
HOMO, eV: -9.251

---

Verdict on stability: x comes out on top.

---

w | Below is a single C4H5NS molecule, with properties calculated with ωB97M-V/def2-TZVPD.

Each line ends with the Mulliken charge.
Cartesian coordinates (Å):
1 C -0.037 0.471 0.050  0.210
2 C -0.908 0.055 -1.131  -0.273
3 C -0.340 -0.212 -2.309  -0.791
4 C 1.336 -0.136 -0.035  0.218
5 H -0.190 0.861 2.384  0.154
6 H 0.089 1.555 0.099  0.240
7 H -1.952 -0.139 -1.005  0.339
8 H -0.971 -0.676 -3.054  0.255
9 H 0.752 -0.069 -2.553  0.246
10 N 2.417 -0.534 -0.094  -0.389
11 S -0.934 0.071 1.584  -0.209

SMILES: C=C[C@@H](S)C#N
Lowest unoccupied orbital energy, eV: 0.58
Multiplicity: 1
Orbital gap, eV: 10.501
HOMO, eV: -9.920

---

x | Below is a single C4H5NS molecule, with properties calculated with ωB97M-V/def2-TZVPD.

Each line ends with the Mulliken charge.
Cartesian coordinates (Å):
1 C 0.745 -1.646 -0.274  -0.283
2 C 0.060 -0.557 -0.070  0.117
3 C -1.210 0.283 -0.139  0.251
4 C 1.532 -0.482 0.290  -0.579
5 N -0.983 1.587 -0.049  -0.413
6 S -2.790 -0.294 0.128  -0.347
7 H 0.696 -2.661 -0.678  0.347
8 H 1.806 -0.635 1.412  0.160
9 H 2.223 0.146 -0.300  0.252
10 H -0.116 2.194 -0.136  0.265
11 H -1.963 2.065 -0.185  0.230

SMILES: NC(=S)C1=CC1
Lowest unoccupied orbital energy, eV: -0.05
Multiplicity: 1
Orbital gap, eV: 8.426
HOMO, eV: -8.475

---

y | Below is a molecular structure, C4H5NS, with properties calculated with ωB97M-V/def2-TZVPD.

Each line ends with the Mulliken charge.
Cartesian coordinates (Å):
1 C -1.637 0.495 -0.496  -0.475
2 C -0.009 0.688 1.309  -0.455
3 C 0.455 -0.799 -0.725  -0.794
4 C -0.164 0.193 -0.113  0.463
5 N -1.248 0.184 1.989  -0.353
6 S -2.364 0.056 0.909  0.112
7 H -1.974 0.583 -1.540  0.415
8 H 0.853 0.394 1.880  0.324
9 H -0.070 1.736 1.541  0.193
10 H -0.069 -1.069 -1.597  0.314
11 H 1.373 -1.190 -0.216  0.256

Lowest unoccupied orbital energy, eV: 0.00
Multiplicity: 1
Orbital gap, eV: 8.147
HOMO, eV: -8.151

---

Verdict on stability: w comes out on top.